Arrangement a

{
  "formula": "C2H7N4O",
  "method": "ωB97M-V/def2-TZVPD",
  "homo_energy_ev": -13.50,
  "total_charge": 1,
  "elements": ["C", "C", "N", "N", "N", "N", "O", "H", "H", "H", "H", "H", "H", "H"],
  "coordinates": [[2.120, 0.673, 0.777], [-1.959, -0.610, 0.164], [-1.913, 0.658, 0.107], [-2.053, 1.784, 0.093], [1.054, 0.516, 0.099], [-0.776, -1.412, -0.210], [0.907, 1.087, -1.201], [2.913, 1.354, 0.456], [2.082, -0.066, 1.722], [-2.842, -1.293, 0.226], [-0.768, -1.597, -1.201], [-0.334, -2.147, 0.358], [0.044, -0.793, -0.239], [1.524, 1.846, -1.151]],
  "nbo_charge": [-0.080, -0.138, 0.030, 0.141, -0.225, -0.715, -0.544, 0.210, 0.244, 0.263, 0.435, 0.450, 0.455, 0.474]
}

---

Arrangement b

{
  "formula": "C2H7N4O",
  "method": "ωB97M-V/def2-TZVPD",
  "homo_energy_ev": [-14.29, -14.29],
  "total_charge": 1,
  "elements": ["H", "N", "C", "C", "O", "N", "N", "N", "H", "H", "H", "H", "H", "H"],
  "coordinates": [[1.187, -2.441, -0.873], [0.441, -1.988, -0.535], [0.061, -0.879, -0.281], [-1.256, -0.567, 0.396], [-1.841, 0.664, -0.019], [0.731, 0.499, -0.328], [1.602, 0.689, 0.601], [0.026, 1.308, -0.915], [0.206, 2.267, -0.782], [-2.135, -1.344, 0.407], [-1.019, -0.553, 1.516], [-2.170, 0.762, -1.073], [1.861, 1.577, 1.047], [2.307, 0.007, 0.839]],
  "nbo_charge": [0.408, -0.520, 0.421, -0.178, -0.686, 0.120, -0.598, -0.223, 0.373, 0.270, 0.236, 0.525, 0.428, 0.427]
}

---

arrangement a is the most stable structure; the next one sits 0.0168 hartree above it.

---

Arrangement a

{
  "formula": "CH3NO2S2",
  "method": "ωB97M-V/def2-TZVPD",
  "homo_energy_ev": -9.34,
  "elements": ["C", "N", "O", "O", "S", "S", "H", "H", "H"],
  "coordinates": [[0.272, 0.515, -1.232], [0.411, -0.138, -0.119], [0.917, 0.148, -2.209], [-0.571, 1.861, -4.310], [0.887, -0.407, -5.255], [0.771, 1.310, -4.460], [-0.359, 1.423, -1.467], [0.998, -0.872, -0.168], [-0.050, 0.053, 0.734]],
  "nbo_charge": [0.506, -0.770, -0.656, -0.866, -0.292, 1.115, 0.164, 0.400, 0.399]
}

---

Arrangement b

{
  "formula": "CH3NO2S2",
  "method": "ωB97M-V/def2-TZVPD",
  "homo_energy_ev": [-9.26, -9.26],
  "elements": ["C", "N", "O", "O", "S", "S", "H", "H", "H"],
  "coordinates": [[0.519, 0.499, -0.381], [-0.948, 2.682, 0.608], [0.223, 4.097, 2.238], [1.539, 2.945, 0.406], [-0.874, 1.657, -0.765], [0.298, 3.447, 1.006], [1.545, 0.741, -0.761], [0.330, -0.382, -0.957], [0.754, 0.426, 0.693]],
  "nbo_charge": [-0.775, -0.953, -0.824, -0.853, 0.467, 2.230, 0.233, 0.235, 0.240]
}

---

arrangement a is the most stable structure; the next one sits 0.0778 hartree above it.

---

Arrangement a

{
  "formula": "CH3NO2S2",
  "method": "ωB97M-V/def2-TZVPD",
  "homo_energy_ev": [-9.53, -8.85],
  "elements": ["C", "N", "O", "O", "S", "S", "H", "H", "H"],
  "coordinates": [[-1.168, -0.369, 0.032], [-0.036, 0.436, 0.302], [3.243, 0.462, 0.599], [0.934, -0.074, -0.644], [-2.590, 0.675, -0.332], [2.531, -0.511, -0.217], [-1.189, -1.066, -0.881], [-1.428, -0.988, 0.868], [-0.297, 1.435, 0.274]],
  "nbo_charge": [-0.437, -0.358, -0.784, -0.598, 0.093, 1.215, 0.260, 0.227, 0.382]
}

---

Arrangement b

{
  "formula": "CH3NO2S2",
  "method": "ωB97M-V/def2-TZVPD",
  "homo_energy_ev": -9.31,
  "elements": ["C", "N", "O", "O", "S", "S", "H", "H", "H"],
  "coordinates": [[-1.596, 0.338, -0.243], [1.773, 0.866, 0.648], [1.578, 0.337, -0.661], [2.591, 0.295, 1.273], [-1.185, -1.203, -0.946], [-1.183, 0.440, 1.333], [0.756, 0.748, -0.861], [-1.952, -1.034, -2.056], [-0.781, -0.787, 1.513]],
  "nbo_charge": [-0.545, 0.343, -0.563, -0.264, 0.081, 0.267, 0.475, 0.146, 0.061]
}

---

arrangement a is the most stable structure; the next one sits 0.0159 hartree above it.

---

Arrangement a

{
  "formula": "C32H23Cl2IN10O2V",
  "method": "ωB97M-V/def2-TZVPD",
  "homo_energy_ev": [-6.94, -6.54],
  "multiplicity": 2,
  "s2": 0.859,
  "elements": ["V", "O", "C", "N", "C", "C", "C", "C", "C", "C", "N", "C", "C", "C", "C", "C", "N", "H", "H", "H", "H", "H", "H", "H", "H", "H", "H", "Cl", "C", "C", "C", "Cl", "C", "C", "C", "C", "N", "C", "C", "O", "H", "H", "H", "H", "N", "C", "N", "C", "N", "C", "C", "N", "C", "C", "N", "H", "H", "H", "H", "H", "I", "C", "C", "C", "C", "C", "N", "H", "H", "H", "H"],
  "coordinates": [[0.373, 0.184, 0.125], [2.485, 1.322, 3.516], [1.883, 1.253, 2.451], [1.217, 0.213, 1.927], [1.668, -1.128, 2.255], [2.366, -1.633, 0.999], [3.390, -2.593, 1.034], [3.923, -3.087, -0.176], [3.507, -2.576, -1.353], [2.553, -1.423, -1.399], [1.906, -1.123, -0.120], [1.915, 2.406, 1.467], [2.314, 3.678, 1.832], [2.416, 4.645, 0.848], [2.143, 4.292, -0.463], [1.736, 2.999, -0.742], [1.600, 2.070, 0.209], [0.807, -1.771, 2.464], [2.338, -1.148, 3.117], [3.721, -2.973, 1.990], [4.649, -3.889, -0.152], [3.883, -2.922, -2.307], [3.151, -0.528, -1.629], [2.553, 3.862, 2.871], [2.716, 5.655, 1.097], [2.231, 5.004, -1.272], [1.496, 2.693, -1.753], [-2.848, -1.546, -1.755], [-3.152, -1.667, -0.051], [-4.438, -2.056, 0.360], [-4.735, -2.137, 1.686], [-6.332, -2.626, 2.174], [-3.761, -1.822, 2.666], [-4.006, -1.861, 4.058], [-3.009, -1.527, 4.926], [-1.756, -1.149, 4.401], [-1.488, -1.103, 3.123], [-2.466, -1.437, 2.243], [-2.143, -1.376, 0.845], [-0.944, -1.061, 0.443], [-5.188, -2.287, -0.383], [-4.983, -2.154, 4.415], [-3.168, -1.548, 5.995], [-0.945, -0.872, 5.069], [-0.160, 1.599, -3.795], [0.032, 0.325, -3.076], [-0.092, 0.765, -1.708], [-0.870, 1.892, -1.808], [-1.006, 2.392, -2.983], [-1.450, 2.438, -0.584], [-2.233, 3.588, -0.505], [-2.721, 4.016, 0.649], [-2.427, 3.301, 1.735], [-1.626, 2.178, 1.682], [-1.129, 1.757, 0.522], [-0.576, 1.509, -4.710], [-0.755, -0.409, -3.332], [-2.462, 4.150, -1.401], [-2.833, 3.642, 2.679], [-1.362, 1.605, 2.564], [0.380, -3.986, -1.274], [0.902, -2.645, -2.795], [0.506, -2.892, -4.055], [0.973, -2.001, -5.106], [1.458, -0.795, -4.800], [1.378, -0.337, -3.366], [1.598, -1.495, -2.481], [-0.095, -3.758, -4.286], [0.956, -2.355, -6.130], [1.873, -0.128, -5.544], [2.162, 0.391, -3.145]],
  "mulliken_charge": [-0.454, -0.754, 0.036, 0.101, -1.339, 1.143, -1.267, -0.501, -1.149, -0.902, 1.520, 0.746, -0.939, -0.389, -1.084, 0.050, 0.517, 0.134, 0.629, 0.474, 0.391, 0.485, 0.223, 0.540, 0.448, 0.496, 0.376, -0.265, 0.979, -0.755, 0.711, -0.270, -0.066, -0.939, -0.870, -0.293, -0.148, 0.622, -1.041, -0.162, 0.517, 0.425, 0.412, 0.484, -0.148, -0.587, 1.814, -0.245, -0.850, 0.461, -0.282, -0.616, -0.575, -0.402, 0.909, 0.372, 0.172, 0.508, 0.424, 0.378, 0.103, 0.049, -0.680, -0.191, -1.295, -0.242, 0.562, 0.484, 0.452, 0.457, 0.095]
}

---

Arrangement b

{
  "formula": "C32H23Cl2IN10O2V",
  "method": "ωB97M-V/def2-TZVPD",
  "homo_energy_ev": [-7.12, -6.68],
  "multiplicity": 2,
  "s2": 0.904,
  "elements": ["V", "O", "C", "N", "C", "C", "C", "C", "C", "C", "N", "C", "C", "C", "C", "C", "N", "H", "H", "H", "H", "H", "H", "H", "H", "H", "H", "Cl", "C", "C", "C", "Cl", "C", "C", "C", "C", "N", "C", "C", "O", "H", "H", "H", "H", "N", "C", "N", "C", "N", "C", "C", "N", "C", "C", "N", "H", "H", "H", "H", "H", "I", "C", "C", "C", "C", "C", "N", "H", "H", "H", "H"],
  "coordinates": [[-0.359, 0.171, 0.173], [-1.888, 3.527, 2.095], [-1.495, 2.415, 1.766], [-0.815, 2.052, 0.672], [-1.003, 2.828, -0.538], [-1.858, 1.967, -1.445], [-2.704, 2.495, -2.410], [-3.383, 1.621, -3.303], [-3.288, 0.289, -3.140], [-2.570, -0.294, -1.961], [-1.711, 0.654, -1.252], [-1.879, 1.201, 2.582], [-2.393, 1.307, 3.860], [-2.843, 0.156, 4.487], [-2.785, -1.047, 3.798], [-2.246, -1.067, 2.524], [-1.784, 0.036, 1.929], [-0.036, 3.006, -1.017], [-1.483, 3.789, -0.343], [-2.783, 3.568, -2.510], [-3.952, 2.031, -4.126], [-3.775, -0.414, -3.804], [-3.347, -0.587, -1.235], [-2.445, 2.286, 4.314], [-3.245, 0.196, 5.490], [-3.145, -1.967, 4.237], [-2.169, -1.988, 1.958], [2.576, -1.907, -1.790], [3.268, -0.377, -1.364], [4.660, -0.221, -1.481], [5.248, 0.956, -1.131], [6.972, 1.125, -1.287], [4.473, 2.034, -0.634], [5.015, 3.274, -0.228], [4.187, 4.244, 0.253], [2.805, 3.977, 0.330], [2.264, 2.846, -0.041], [3.072, 1.870, -0.524], [2.445, 0.636, -0.915], [1.148, 0.490, -0.850], [5.256, -1.045, -1.848], [6.082, 3.434, -0.302], [4.572, 5.203, 0.574], [2.125, 4.732, 0.715], [-0.878, -3.987, 0.423], [-0.748, -2.930, -0.597], [-0.378, -1.798, 0.224], [0.221, -2.391, 1.308], [0.034, -3.653, 1.458], [0.991, -1.537, 2.218], [1.651, -1.971, 3.364], [2.333, -1.132, 4.129], [2.357, 0.149, 3.758], [1.684, 0.604, 2.638], [0.997, -0.246, 1.879], [-0.665, -4.915, 0.087], [0.055, -3.162, -1.320], [1.617, -3.016, 3.645], [2.921, 0.834, 4.378], [1.678, 1.645, 2.335], [-0.080, -0.105, -4.219], [-1.132, -1.721, -3.402], [-1.020, -2.938, -3.962], [-1.840, -4.013, -3.428], [-2.391, -3.899, -2.216], [-2.032, -2.696, -1.383], [-1.877, -1.529, -2.259], [-0.380, -3.095, -4.816], [-2.024, -4.883, -4.046], [-3.054, -4.650, -1.806], [-2.823, -2.465, -0.667]],
  "mulliken_charge": [-0.317, -0.754, 0.016, 0.073, -1.383, 1.034, -1.168, -0.485, -1.105, -0.854, 1.445, 0.760, -0.913, -0.375, -1.094, 0.016, 0.502, 0.130, 0.639, 0.478, 0.397, 0.479, 0.218, 0.545, 0.443, 0.495, 0.380, -0.259, 0.996, -0.767, 0.739, -0.271, -0.142, -0.933, -0.866, -0.280, -0.134, 0.634, -0.978, -0.220, 0.515, 0.425, 0.412, 0.478, -0.150, -0.618, 1.852, -0.321, -0.840, 0.474, -0.240, -0.617, -0.600, -0.409, 0.859, 0.374, 0.211, 0.503, 0.428, 0.397, 0.099, 0.056, -0.700, -0.223, -1.278, -0.268, 0.566, 0.482, 0.452, 0.458, 0.101]
}

---

arrangement b is the most stable structure; the next one sits 0.0042 hartree above it.

---

Arrangement a

{
  "formula": "C4H15NO2S",
  "method": "ωB97M-V/def2-TZVPD",
  "homo_energy_ev": -8.91,
  "elements": ["C", "C", "N", "C", "C", "S", "H", "H", "H", "H", "H", "H", "H", "H", "H", "H", "H", "O", "H", "H", "O", "H", "H"],
  "coordinates": [[0.914, 2.303, -0.628], [1.212, 0.829, -0.863], [0.330, -0.003, -0.020], [0.480, -1.453, -0.155], [-0.489, -2.080, 0.847], [-0.305, -3.981, 0.797], [0.541, 2.444, 0.392], [0.171, 2.742, -1.284], [1.869, 2.828, -0.555], [1.152, 0.529, -1.914], [2.211, 0.585, -0.499], [-0.627, 0.222, -0.228], [0.110, -1.830, -1.123], [1.512, -1.741, 0.019], [-1.540, -1.944, 0.636], [-0.211, -1.872, 1.874], [-0.197, -3.977, -0.544], [-2.433, 1.057, -1.233], [-2.896, 0.736, -2.010], [-2.665, 1.996, -1.250], [0.034, 0.790, 2.863], [0.877, 1.264, 2.956], [-0.051, 0.557, 1.923]],
  "nbo_charge": [-0.629, -0.212, -0.660, -0.234, -0.460, -0.096, 0.217, 0.210, 0.218, 0.171, 0.184, 0.379, 0.161, 0.206, 0.217, 0.233, 0.109, -0.943, 0.474, 0.475, -0.974, 0.463, 0.490]
}

---

Arrangement b

{
  "formula": "C4H15NO2S",
  "method": "ωB97M-V/def2-TZVPD",
  "homo_energy_ev": -8.61,
  "elements": ["C", "N", "C", "C", "C", "S", "H", "H", "H", "H", "H", "H", "H", "H", "H", "H", "H", "O", "H", "H", "O", "H", "H"],
  "coordinates": [[-0.337, 1.856, 3.049], [0.226, 1.047, 1.959], [-0.687, 0.787, 0.822], [-0.284, 1.718, -0.346], [-1.184, 1.403, -1.555], [-1.520, 2.868, -2.609], [-0.581, 2.886, 2.737], [0.340, 1.846, 3.892], [-1.275, 1.391, 3.350], [0.986, 1.600, 1.578], [-1.718, 0.852, 1.169], [-0.545, -0.218, 0.415], [0.731, 1.483, -0.663], [-0.331, 2.733, 0.059], [-2.192, 1.159, -1.213], [-0.764, 0.594, -2.139], [-0.248, 3.299, -2.734], [0.768, -3.899, 0.134], [1.366, -4.380, -0.458], [1.357, -3.400, 0.729], [2.272, -5.247, -2.434], [1.700, -5.925, -2.837], [1.919, -4.451, -2.906]],
  "nbo_charge": [-0.414, -0.619, -0.214, -0.429, -0.499, -0.053, 0.163, 0.203, 0.190, 0.341, 0.189, 0.187, 0.201, 0.209, 0.217, 0.215, 0.114, -0.955, 0.483, 0.469, -0.942, 0.473, 0.472]
}

---

arrangement a is the most stable structure; the next one sits 0.0128 hartree above it.